55
Properties=species:S:1:pos:R:3:forces:R:3 method="wB97M-V/def2-TZVPD" relative_energy_kj_mol=496.3 charge=+1 e_lumo_ev=-2.57 max_force_ev_per_a=2.4 homo_ev=-12.655 total_energy_ev=-37448.288 molar_mass_da=325.3
O 2.041751 1.864188 2.164915 -0.2 0.0 -0.2
H 3.367813 0.683499 -0.895506 -0.1 -0.1 -0.3
H 0.417609 -2.197310 -0.057649 0.1 -1.7 1.1
O -0.018499 -2.902196 0.555857 0.5 1.9 -1.4
H 1.449644 2.608452 2.295364 0.0 0.2 0.1
O 0.637910 -0.484674 0.882540 -0.3 -1.5 -0.1
H 0.413526 0.299941 1.374693 0.1 0.7 -0.1
H 0.917737 -0.287247 -0.018712 0.5 1.2 0.3
O -3.562663 -4.423027 -0.336036 0.1 0.2 0.0
H -4.165674 -4.715809 -1.023501 -0.1 0.0 -0.1
H -3.337522 -5.222517 0.140884 0.0 -0.2 0.2
O 4.373514 3.517936 1.218006 0.2 -0.8 0.2
H 4.064444 2.704430 0.805160 -0.3 0.3 -0.5
H 4.728125 3.082028 2.003533 0.2 0.7 0.4
O -2.259792 3.156924 1.829179 -0.4 -0.6 0.1
H -3.108623 3.369400 2.229325 -0.3 -0.2 0.0
H -1.765564 3.957212 1.922501 0.6 0.8 0.0
O 2.342518 -0.304151 -4.160815 -0.6 -0.1 -0.5
H 1.504332 -0.482819 -3.728275 0.1 -0.1 0.7
H 1.979948 -0.101387 -5.033141 0.6 0.2 -0.2
O 3.375098 -2.432033 -1.304189 0.1 -1.0 0.0
H 3.020546 -3.222159 -1.741750 -0.7 0.4 -0.2
H 4.225687 -2.818678 -1.066320 0.3 0.6 0.3
O -1.367598 1.190995 4.041479 0.5 -0.6 -0.8
H -1.394622 0.787864 4.906796 -0.2 0.3 0.4
H 2.115453 1.468386 3.035152 0.0 -0.2 0.2
O -5.283489 2.821500 1.387480 0.3 0.3 -0.1
H -4.864107 3.440714 0.778608 0.0 0.0 0.1
H -5.888043 2.346952 0.817970 -0.3 -0.2 0.0
O -0.358991 1.933984 -1.302348 -0.8 -1.0 0.0
H -0.822709 2.770864 -1.300412 0.5 0.3 0.2
H 0.542994 2.000060 -0.996589 0.3 0.5 -0.2
O 1.240067 -4.675239 -2.317998 -0.3 0.9 0.6
H 1.326760 -5.528705 -2.708947 0.3 -1.0 -0.6
H 0.367310 -4.708859 -1.911904 0.0 0.1 0.0
O 2.458931 0.971416 -0.758407 -0.1 0.1 -0.1
H -1.864049 2.007237 4.003155 -0.2 0.1 0.3
H 2.523546 1.736654 -0.180825 0.0 -0.1 0.3
O -3.307024 -1.737748 2.418208 0.5 -0.2 -0.1
H -4.145960 -1.399958 2.133209 -0.8 0.1 -0.3
H -3.109091 -1.179131 3.174867 0.4 0.1 0.1
O -2.016342 -2.014562 -0.502678 -0.5 -0.4 0.7
H -2.163534 -1.253770 -1.072691 0.2 0.3 0.2
H -2.710583 -2.054793 0.186396 -0.1 0.1 -0.5
O -1.189563 2.266080 -4.487443 0.5 -0.2 -0.6
H -1.268276 1.612622 -5.191437 0.2 0.1 -0.1
H -2.033040 2.209631 -4.061256 -0.7 0.1 0.5
O 2.226588 -2.152858 3.911045 0.3 -0.5 0.0
H 2.421045 -2.965112 3.433923 -0.3 -0.1 -0.5
H 2.849138 -2.297802 4.629881 0.0 0.5 0.5
O 2.024453 3.581818 -3.901649 0.4 -1.3 0.2
H 2.454512 4.291813 -3.428130 -0.5 0.6 -0.4
H 1.290936 3.819193 -4.468355 0.0 0.7 0.2
H -0.978149 -2.447312 0.280142 0.1 -0.4 -0.1
H 0.281573 -2.491937 1.396698 -0.2 0.0 0.1